#i
C18H42ClN6O6 as an isolated structure. Source: the Open Molecules 2025 dataset; level of theory: the ωB97M-V functional and the def2-TZVPD basis.

HOMO = -6.1 eV
Orbital gap = 8.57 eV
E_LUMO = 0.0906 Ha
Total charge = -1

The geometry in XYZ format:
```
73
C18H42ClN6O6 | the Open Molecules 2025 dataset | the ωB97M-V functional and the def2-TZVPD basis
Cl -0.865 -13.079 -41.280
C 1.510 -14.917 -41.314
C 1.186 -15.313 -39.834
O 1.830 -16.086 -39.111
N 0.143 -14.653 -39.467
C -0.306 -14.708 -38.105
H 2.598 -14.995 -41.293
H 1.277 -13.868 -41.494
H 1.192 -15.659 -42.047
H -0.267 -13.976 -40.095
H 0.066 -15.521 -37.481
H -1.389 -14.701 -37.975
H 0.059 -13.783 -37.658
C -1.431 -12.403 -46.284
C -0.341 -12.956 -45.514
O 0.808 -12.532 -45.722
N -0.635 -13.770 -44.512
C 0.384 -14.205 -43.490
H -2.465 -12.392 -45.940
H -1.574 -13.118 -47.094
H -1.261 -11.369 -46.585
H -1.567 -14.158 -44.473
H 1.007 -15.085 -43.653
H -0.008 -14.283 -42.476
H 1.070 -13.379 -43.300
C -3.588 -11.844 -41.667
C -4.060 -13.224 -41.048
O -5.205 -13.557 -41.142
N -3.052 -14.015 -40.551
C -3.417 -15.191 -39.762
H -3.023 -11.907 -42.597
H -2.928 -11.507 -40.867
H -4.426 -11.158 -41.784
H -2.136 -13.616 -40.404
H -4.494 -15.260 -39.608
H -2.987 -15.051 -38.770
H -3.056 -16.156 -40.118
C -2.785 -16.004 -45.855
C -3.071 -14.825 -45.015
O -3.719 -13.899 -45.429
N -2.351 -14.740 -43.892
C -2.509 -13.665 -42.899
H -1.929 -15.657 -46.434
H -3.688 -16.165 -46.445
H -2.564 -16.921 -45.310
H -1.546 -15.330 -43.737
H -2.246 -13.876 -41.863
H -3.566 -13.413 -42.814
H -1.968 -12.785 -43.247
C -1.906 -11.562 -39.005
C -0.535 -11.538 -38.282
O -0.459 -11.410 -37.022
N 0.462 -11.884 -39.054
C 1.795 -12.321 -38.567
H -2.451 -12.504 -38.937
H -1.850 -11.269 -40.053
H -2.619 -10.888 -38.530
H 0.161 -12.228 -39.955
H 1.864 -13.409 -38.580
H 2.136 -11.887 -37.627
H 2.420 -11.759 -39.262
C -0.751 -11.234 -43.928
C -0.426 -10.232 -42.869
O -0.434 -9.065 -43.237
N -0.346 -10.647 -41.556
C -0.062 -9.668 -40.458
H -1.698 -11.754 -43.779
H 0.013 -12.003 -44.043
H -0.729 -10.754 -44.906
H -0.474 -11.649 -41.534
H 0.665 -10.123 -39.785
H -0.986 -9.358 -39.970
H 0.342 -8.713 -40.793
```

Atomic partial charges in e from the Löwdin method, atoms 1 to 2: number 1, Cl, carries 0.79; number 2, C, carries -0.04

***

#ii
A 7-piece molecular cluster, C18H42ClN6O6 overall. Source: the Open Molecules 2025 dataset; level of theory: the ωB97M-V functional and the def2-TZVPD basis.

HOMO = -4.6 eV
Orbital gap = 6.51 eV
E_LUMO = 0.0692 Ha
Total charge = -1

The geometry in XYZ format:
```
73
C18H42ClN6O6 | the Open Molecules 2025 dataset | the ωB97M-V functional and the def2-TZVPD basis
Cl -3.090 9.386 16.837
C -5.480 4.019 8.787
C -5.364 5.509 9.191
O -4.846 6.416 8.464
N -5.942 5.884 10.420
C -5.993 7.159 11.092
H -5.741 3.873 7.739
H -6.076 3.367 9.426
H -4.457 3.687 8.962
H -6.043 5.018 10.930
H -7.018 7.503 10.953
H -5.201 7.855 10.814
H -5.908 6.877 12.141
C -3.643 14.371 12.872
C -5.109 14.439 13.278
O -5.821 15.395 12.958
N -5.506 13.456 14.037
C -6.768 13.230 14.656
H -3.008 14.856 13.613
H -3.492 14.932 11.950
H -3.475 13.334 12.582
H -4.850 12.870 14.533
H -7.237 12.463 14.041
H -7.322 14.164 14.563
H -6.609 13.083 15.724
C 0.960 11.092 7.454
C 1.480 10.992 8.885
O 2.318 11.780 9.276
N 0.938 10.026 9.617
C 1.219 9.869 11.069
H -0.098 10.856 7.337
H 1.648 10.559 6.799
H 0.919 12.111 7.070
H 0.303 9.352 9.214
H 2.081 9.247 11.308
H 0.348 9.615 11.673
H 1.424 10.896 11.374
C -4.592 3.556 16.060
C -3.282 3.026 15.509
O -3.217 1.859 15.115
N -2.209 3.804 15.380
C -1.005 3.363 14.630
H -5.479 3.355 15.460
H -4.690 4.641 16.082
H -4.833 3.230 17.072
H -2.434 4.770 15.572
H -0.158 4.048 14.640
H -1.203 3.375 13.558
H -0.390 2.479 14.794
C -4.013 17.581 20.231
C -3.625 16.508 19.236
O -2.966 16.780 18.291
N -4.057 15.258 19.469
C -5.217 14.854 20.300
H -4.344 17.144 21.173
H -4.785 18.244 19.840
H -3.148 18.203 20.463
H -3.619 14.609 18.832
H -6.258 15.063 20.055
H -5.076 15.047 21.364
H -5.110 13.812 19.999
C -5.106 8.470 22.740
C -3.693 8.530 23.287
O -3.544 8.240 24.526
N -2.720 8.704 22.361
C -1.345 8.641 22.794
H -5.174 7.847 21.849
H -5.361 9.506 22.512
H -5.781 8.157 23.536
H -2.871 8.701 21.362
H -0.763 8.236 21.966
H -1.199 7.937 23.613
H -0.840 9.594 22.957
```

Atomic partial charges in e from the Löwdin method, atoms 1 to 2: number 1, Cl, carries -0.99; number 2, C, carries -0.01

***

Relative energies, unit kJ/mol: #i 1326.2; #ii 0.0